[1]
Formula: C11H20N2O4
Source: the Open Molecules 2025 dataset
Level of theory: ωB97M-V with the def2-TZVPD basis set

XYZ file:
```
37
C11H20N2O4 | the Open Molecules 2025 dataset | ωB97M-V with the def2-TZVPD basis set
O 0.7428 -0.5575 -1.4723
N 2.8911 0.1565 0.2003
O 1.7111 -0.5667 0.6552
O -3.5619 -4.3019 0.4637
O -3.2043 -1.7697 1.3967
C 0.7292 -0.8060 -0.2587
C 2.8332 1.4544 0.4576
N -0.5061 -1.1318 0.2963
C -4.2835 -4.9589 -0.6134
C -2.4888 -3.4575 -0.0422
C 1.6064 2.2419 1.0162
C 4.0424 2.1833 0.0195
C -1.8155 -0.9912 -0.2801
C 1.2393 3.5258 0.3056
C 3.5404 3.4240 -0.8275
C 2.5696 4.2910 0.0031
C -2.8928 -1.9907 0.0767
H -3.6044 -2.6104 1.7715
H -0.5115 -1.2418 1.2685
H -3.6075 -5.4862 -1.2786
H -4.9070 -4.2593 -1.2323
H -4.9141 -5.8112 -0.1313
H -2.2622 -3.6083 -1.1081
H -1.6028 -3.5461 0.5715
H 1.8575 2.4037 2.1035
H 0.6916 1.5936 0.8722
H 4.6229 1.5929 -0.6926
H 4.7243 2.5439 0.7819
H -1.7003 -1.0642 -1.3905
H -2.2120 -0.0153 -0.1689
H 0.5564 4.1670 0.9086
H 0.6433 3.4003 -0.5730
H 3.0461 3.0836 -1.7199
H 4.3926 3.9906 -1.2178
H 2.3820 5.1185 -0.7260
H 3.0144 4.7182 0.9689
H -3.7618 -1.7143 -0.4045
```

HOMO = -9.44 eV

---

[2]
Formula: C11H20N2P
Source: the Open Molecules 2025 dataset
Level of theory: ωB97M-V with the def2-TZVPD basis set

XYZ file:
```
34
C11H20N2P | the Open Molecules 2025 dataset | ωB97M-V with the def2-TZVPD basis set
C -0.6522 1.5950 2.0455
C -2.5775 0.2757 2.9516
C -1.5382 1.2990 3.0463
C -0.5120 0.8416 0.7984
C 1.5890 0.7059 -2.2869
C -0.5654 -0.2123 -2.0307
C 2.2828 -0.5479 -1.8277
C -0.0520 -1.5769 -1.5582
C 0.2262 1.2800 -0.2209
C -1.3834 2.1972 4.2990
C 1.9648 -2.9965 -1.9138
N 0.2908 0.7848 -1.5594
N 1.3295 -1.7124 -2.1752
P -4.1918 0.4758 2.7065
H 0.0768 2.4691 2.1025
H -1.9787 -0.5935 2.5884
H -0.9940 -0.0165 0.6102
H -4.3707 1.6907 3.2659
H 2.1159 1.5667 -1.9820
H 1.4388 0.7425 -3.4573
H -0.5322 -0.1520 -3.0412
H -1.4749 -0.0324 -1.6602
H 3.2644 -0.6416 -2.2775
H 2.5702 -0.8036 -0.8308
H 0.0080 -1.5940 -0.5479
H -0.4806 -2.6124 -1.8003
H 0.7399 2.1108 0.0036
H -2.0844 2.9361 4.2743
H -0.4457 2.6082 4.3502
H -1.6367 1.5368 5.0137
H 1.4450 -3.6896 -1.2239
H 2.1079 -3.4699 -2.9360
H 2.9646 -2.8206 -1.4818
H 1.0557 -1.6437 -3.2443
```

Net charge = +1
HOMO = -10.30 eV

---

Values for energy above the lowest of the compared OMol25 structures with the same formula, charge and spin, kcal per mole, ordered as above
118.4, 61.9
Values for electronic energy, Ha, ordered as above
-841.508977, -881.568499
Values for Kohn-Sham gap, eV, ordered as above
10.246, 7.233